Below is a structure of composition C6H8N, with properties calculated with ωB97M-V with the def2-TZVPD basis set.

Structure (XYZ):
```
15
Properties=species:S:1:pos:R:3:lowdin_charge:R:1
C -0.38 1.73 0.84 -0.030
C -0.90 -0.86 -0.84 -0.029
H 0.43 -2.36 -0.13 0.124
H 1.26 1.37 -0.85 0.146
H 1.03 -1.44 -1.38 0.131
H -1.41 1.28 0.70 0.133
C 0.92 -0.52 0.59 -0.085
H -1.19 -1.66 -1.59 0.136
N 1.13 -0.36 1.82 0.330
C 0.50 -1.38 -0.48 -0.136
C 0.62 0.89 1.37 -0.142
C 0.78 1.34 0.06 0.132
H -0.77 0.06 -1.35 0.074
H -0.64 2.72 1.15 0.130
H -1.40 -0.80 0.10 0.086
```

Output
strongest force on any atom = 0.1128 Eh/bohr
charge = +1
calculated total energy = -7827.9102 eV
M = 94.14 g mol⁻¹
ΔE to the lowest compared entry with this formula, charge and spin = 750.5 kJ/mol
frontier orbital gap = 10.72 eV